Computed, not measured: C34H50CdF2N12O2P as an isolated structure, with ωB97M-V with the def2-TZVPD basis set.

The strongest force on any atom is 0.59 eV/A. Its HOMO energy is -5.47 eV. Its charge is -1. For the energy above the lowest of the compared OMol25 structures with the same formula, charge and spin, the calculation gives 21.12 kcal/mol. The total energy comes out at -2842.10494 Eh. The value obtained for the orbital gap is 7.3 eV. For the LUMO energy, the calculation gives 1.79 eV.

Geometry (Å):
Cd 0.12741 0.23761 0.20432
N -1.24509 -1.47959 1.37215
C -0.64087 -2.61437 2.06823
C -1.59883 -3.72141 2.53710
C -2.86872 -3.30304 3.27383
C -2.64062 -2.64007 4.63144
N -1.96252 -1.34875 4.57184
C -2.45295 -0.27567 3.96223
N -1.64940 0.73569 3.68450
N -3.76194 -0.17127 3.67159
C 0.37831 -3.29001 1.08572
O 0.94045 -4.30033 1.53320
O 0.47125 -2.74788 -0.04058
H -2.07264 -1.06191 1.77601
H -1.49183 -1.78516 0.43449
H -0.04431 -2.23922 2.90707
H -1.03105 -4.42490 3.14882
H -1.89913 -4.28292 1.64644
H -3.47973 -4.19100 3.46155
H -3.47220 -2.65340 2.63653
H -2.02438 -3.27877 5.26267
H -3.58999 -2.50553 5.15831
H -0.96074 -1.34680 4.69158
H -0.67867 0.56217 3.39507
H -2.06382 1.53141 3.22889
H -4.34596 -0.96815 3.85745
H -3.99076 0.34305 2.81634
F 4.67920 -2.47131 -0.96394
C 4.07857 -1.25840 -1.01956
C 2.75005 -1.13665 -0.67670
C 2.10668 0.10410 -0.74696
C 2.85839 1.21503 -1.19265
C 4.20515 1.02720 -1.49150
F 4.98811 2.08831 -1.84389
C 4.84790 -0.18640 -1.41636
C 2.24531 2.55133 -1.37332
C 2.70374 3.46272 -2.33342
C 2.08515 4.68964 -2.45914
C 1.01630 4.99372 -1.63220
C 0.61941 4.02549 -0.72725
N 1.20602 2.84492 -0.59554
H 2.20104 -2.01981 -0.36923
H 5.89853 -0.28284 -1.64754
H 3.52597 3.20185 -2.98099
H 2.43650 5.40254 -3.19548
H 0.49943 5.94283 -1.68852
H -0.21657 4.18908 -0.07590
N 1.00326 0.93737 2.41537
C 1.45576 1.78620 3.08338
N 1.99679 2.70485 3.79547
C 1.41046 3.22710 4.84597
N 0.94772 3.73669 5.78187
N -1.96169 1.04750 0.12883
P -3.30717 1.72063 0.03919
N -4.57772 0.73404 0.68765
C -5.88661 1.28474 1.02983
C -6.83385 0.19110 1.50424
C -7.08598 -0.83067 0.39747
C -5.77330 -1.31946 -0.25108
C -4.52266 -0.70498 0.38879
N -3.55430 3.18926 0.86062
C -4.46933 4.26180 0.51012
C -5.30247 4.71973 1.71189
C -4.43841 4.99852 2.94205
C -3.47778 3.84260 3.22124
C -2.67830 3.57534 1.94932
N -3.94214 2.19477 -1.48072
C -4.83153 1.34212 -2.24892
C -5.53348 2.14488 -3.34179
C -4.51858 2.82000 -4.25859
C -3.55590 3.65513 -3.42102
C -2.91755 2.78868 -2.34382
H -6.35853 1.80434 0.17962
H -5.75886 2.03339 1.81443
H -7.77636 0.64973 1.81112
H -6.42225 -0.30099 2.39216
H -7.71876 -0.35926 -0.35966
H -7.65537 -1.67333 0.79426
H -5.78709 -1.12168 -1.32043
H -5.68045 -2.40297 -0.14856
H -3.64764 -0.87713 -0.23760
H -4.33516 -1.26411 1.31242
H -5.11294 3.93055 -0.30207
H -3.88990 5.12334 0.13939
H -6.04337 3.95301 1.95397
H -5.85575 5.62160 1.43459
H -5.06863 5.20268 3.81032
H -3.84086 5.89902 2.76277
H -4.04846 2.94570 3.49683
H -2.81434 4.09117 4.05356
H -1.89873 2.81896 2.03405
H -2.16712 4.51285 1.69943
H -5.57742 0.91594 -1.59028
H -4.27837 0.51039 -2.71966
H -6.15835 2.90808 -2.86553
H -6.19286 1.48247 -3.90987
H -5.01989 3.43119 -5.01288
H -3.95064 2.04922 -4.79137
H -4.10365 4.47304 -2.94133
H -2.77659 4.09806 -4.04574
H -2.23280 3.37468 -1.73062
H -2.31749 1.99590 -2.81511